No. 1
{"formula": "C26H42ClN7O2PtSe2", "method": "ωB97M-V/def2-TZVPD", "lumo_energy_ev": 0.07, "e_above_lowest_kj_mol": 0.0, "orbital_gap_ev": 6.88, "symbols": ["Pt", "C", "N", "C", "C", "N", "C", "C", "C", "C", "C", "C", "N", "C", "N", "C", "C", "N", "C", "C", "N", "C", "C", "H", "H", "H", "H", "H", "H", "H", "H", "H", "H", "H", "H", "H", "H", "H", "H", "H", "H", "H", "H", "H", "H", "H", "H", "H", "H", "H", "H", "O", "C", "C", "C", "O", "C", "Se", "C", "Se", "H", "H", "H", "H", "H", "H", "H", "H", "H", "H", "Cl", "C", "C", "C", "C", "N", "C", "H", "H", "H", "H"], "coordinates": [[0.27, 0.78, -0.63], [0.65, 3.15, 1.80], [1.42, 2.05, 2.34], [2.86, 2.20, 2.23], [0.86, 0.81, 2.45], [-0.26, 0.53, 1.81], [-1.07, -0.48, 2.35], [-1.38, -0.51, 3.71], [-2.10, -1.56, 4.27], [-2.51, -2.61, 3.46], [-2.27, -2.56, 2.10], [-1.61, -1.48, 1.52], [-1.36, -1.37, 0.15], [-2.23, -1.70, -0.75], [-3.61, -1.77, -0.58], [-4.36, -1.15, 0.49], [-4.41, -2.68, -1.38], [-1.82, -1.99, -2.02], [-0.43, -2.38, -2.22], [-2.35, -1.21, -3.13], [1.53, -0.06, 3.27], [1.49, -1.50, 3.08], [2.11, 0.37, 4.52], [-0.39, 3.08, 2.11], [0.70, 3.14, 0.70], [1.08, 4.08, 2.15], [3.10, 2.61, 1.25], [3.35, 1.24, 2.32], [3.25, 2.88, 3.00], [-1.03, 0.30, 4.34], [-2.32, -1.56, 5.33], [-3.03, -3.46, 3.89], [-2.60, -3.38, 1.46], [-3.76, -0.46, 1.07], [-4.73, -1.90, 1.19], [-5.21, -0.62, 0.06], [-3.78, -3.26, -2.05], [-5.15, -2.13, -1.98], [-4.96, -3.36, -0.72], [-0.12, -3.07, -1.43], [0.24, -1.52, -2.18], [-0.33, -2.87, -3.18], [-3.38, -0.91, -2.93], [-2.33, -1.79, -4.05], [-1.75, -0.30, -3.28], [1.08, -1.74, 2.10], [0.89, -1.99, 3.85], [2.51, -1.88, 3.11], [2.03, 1.44, 4.63], [3.16, 0.08, 4.59], [1.57, -0.11, 5.35], [5.94, 0.51, -2.92], [4.65, 0.77, -3.48], [3.61, -0.11, -2.80], [3.95, -1.58, -3.10], [2.92, -2.51, -2.80], [2.25, 0.22, -3.43], [1.23, 1.68, -2.61], [3.66, 0.18, -1.30], [2.23, -0.59, -0.21], [6.59, 1.08, -3.36], [4.66, 0.57, -4.55], [4.37, 1.82, -3.33], [4.87, -1.84, -2.57], [4.16, -1.70, -4.17], [2.61, -2.32, -1.90], [1.62, -0.66, -3.44], [2.39, 0.53, -4.47], [3.64, 1.26, -1.14], [4.59, -0.21, -0.89], [-1.86, 5.94, -1.54], [-2.16, 4.32, -1.03], [-3.38, 3.97, -0.48], [-3.55, 2.65, -0.11], [-2.51, 1.75, -0.29], [-1.33, 2.10, -0.81], [-1.17, 3.37, -1.19], [-4.16, 4.71, -0.35], [-4.48, 2.31, 0.33], [-2.59, 0.72, 0.00], [-0.22, 3.64, -1.63]]}



No. 2
{"formula": "C26H43AsN4O6S2W", "method": "ωB97M-V/def2-TZVPD", "lumo_energy_ev": -14.07, "e_above_lowest_kj_mol": 0.0, "charge": 4, "orbital_gap_ev": 5.79, "symbols": ["W", "O", "C", "C", "N", "C", "C", "O", "O", "C", "C", "O", "O", "H", "H", "H", "H", "H", "H", "H", "H", "H", "C", "C", "N", "C", "C", "S", "C", "C", "S", "C", "N", "C", "H", "H", "H", "H", "H", "H", "H", "H", "C", "C", "As", "C", "C", "C", "C", "H", "H", "H", "H", "H", "H", "H", "H", "H", "H", "H", "H", "H", "H", "H", "O", "C", "C", "C", "C", "C", "C", "N", "H", "H", "H", "H", "H", "H", "H", "H", "H", "H", "H"], "coordinates": [[0.44, -0.29, 0.46], [-3.35, 1.43, 0.87], [-3.97, 0.78, 1.98], [-4.18, -0.70, 1.72], [-2.95, -1.51, 1.64], [-2.80, -2.49, 0.62], [-1.63, -2.30, -0.35], [-1.07, -3.06, -1.05], [-1.11, -0.87, -0.29], [-2.22, -1.67, 2.90], [-0.97, -1.18, 2.32], [-0.68, 0.08, 2.08], [-0.10, -1.92, 1.73], [-4.02, 1.98, 0.43], [-4.94, 1.22, 2.20], [-3.35, 0.94, 2.87], [-4.73, -0.83, 0.78], [-4.80, -1.11, 2.52], [-3.72, -2.55, 0.03], [-2.63, -3.50, 1.02], [-2.14, -2.70, 3.25], [-2.65, -1.03, 3.67], [4.21, -0.24, 1.91], [3.82, 0.33, 0.59], [2.62, 0.49, 0.02], [2.75, 1.00, -1.26], [4.03, 1.26, -1.66], [5.10, 0.85, -0.41], [1.54, 1.19, -2.02], [1.40, 1.77, -3.24], [-0.22, 1.71, -3.72], [-0.68, 0.90, -2.31], [0.37, 0.67, -1.47], [-2.13, 0.53, -2.27], [3.64, -1.14, 2.15], [4.09, 0.49, 2.71], [5.26, -0.52, 1.88], [4.38, 1.64, -2.60], [2.16, 2.22, -3.86], [-2.67, 1.22, -2.92], [-2.56, 0.59, -1.27], [-2.26, -0.47, -2.68], [-0.57, 4.48, 2.51], [-0.90, 3.18, 1.78], [0.73, 2.21, 1.31], [1.89, 3.56, 0.51], [1.27, 4.39, -0.62], [1.59, 1.82, 3.04], [1.65, 0.40, 3.58], [-1.49, 4.88, 2.92], [-0.16, 5.24, 1.84], [0.12, 4.37, 3.35], [-1.46, 3.37, 0.86], [-1.50, 2.49, 2.38], [2.84, 3.10, 0.23], [2.07, 4.18, 1.40], [1.11, 3.81, -1.52], [1.95, 5.21, -0.86], [0.33, 4.84, -0.33], [1.06, 2.44, 3.76], [2.59, 2.26, 2.92], [1.78, -0.39, 2.81], [0.75, 0.15, 4.15], [2.50, 0.28, 4.25], [1.59, -1.72, -0.05], [2.18, -2.93, -0.09], [3.55, -3.01, -0.65], [4.60, -3.56, 0.35], [4.57, -5.07, 0.49], [3.28, -5.62, 1.08], [2.04, -5.37, 0.23], [1.54, -3.96, 0.32], [3.82, -2.03, -1.04], [3.50, -3.69, -1.51], [4.47, -3.09, 1.33], [5.58, -3.24, -0.02], [5.40, -5.38, 1.13], [4.75, -5.53, -0.48], [3.11, -5.22, 2.09], [3.36, -6.70, 1.19], [1.20, -5.98, 0.54], [2.23, -5.57, -0.83], [0.61, -3.83, 0.68]]}



No. 3
{"formula": "C26H43B2NO20Ti", "method": "ωB97M-V/def2-TZVPD", "spin_multiplicity": 4, "lumo_energy_ev": [1.67, 1.62], "e_above_lowest_kj_mol": 0.0, "s2": 3.7516, "charge": -1, "orbital_gap_ev": [4.52, 8.33], "symbols": ["Ti", "O", "C", "O", "B", "O", "C", "O", "O", "C", "O", "C", "O", "O", "O", "C", "O", "B", "O", "C", "O", "O", "C", "O", "C", "O", "O", "C", "C", "C", "O", "H", "H", "H", "H", "H", "H", "H", "H", "C", "C", "C", "O", "H", "H", "H", "H", "H", "H", "H", "H", "C", "C", "C", "O", "H", "H", "H", "H", "H", "H", "H", "H", "C", "C", "C", "C", "C", "C", "N", "O", "C", "C", "C", "H", "H", "H", "H", "H", "H", "H", "H", "H", "H", "H", "H", "H", "H", "H", "H", "H", "H", "H"], "coordinates": [[8.85, 9.84, -25.64], [13.85, 13.17, -27.22], [12.74, 13.01, -27.59], [11.61, 13.34, -26.98], [10.43, 12.99, -27.79], [11.02, 12.45, -29.04], [12.35, 12.42, -28.97], [13.07, 11.96, -29.78], [9.52, 14.12, -27.89], [8.28, 13.63, -27.94], [7.30, 14.19, -28.26], [8.36, 12.17, -27.43], [9.62, 11.88, -27.22], [7.43, 11.42, -27.23], [10.78, 10.72, -24.33], [11.77, 10.19, -23.87], [11.91, 8.95, -23.44], [13.24, 8.83, -22.81], [13.90, 10.15, -23.00], [13.07, 10.97, -23.60], [13.25, 12.11, -23.86], [14.17, 7.82, -23.37], [14.55, 6.99, -22.42], [15.25, 6.03, -22.53], [13.92, 7.47, -21.10], [13.17, 8.53, -21.37], [14.10, 7.05, -20.02], [12.70, 9.22, -27.30], [11.33, 8.98, -27.93], [11.46, 8.06, -29.12], [10.44, 8.44, -26.93], [13.34, 9.75, -28.00], [13.19, 8.34, -26.89], [12.49, 9.86, -26.43], [10.96, 9.96, -28.23], [11.76, 8.63, -30.01], [10.54, 7.58, -29.46], [12.32, 7.39, -29.05], [10.50, 7.48, -26.95], [7.42, 8.10, -28.40], [6.29, 8.26, -27.39], [5.69, 6.87, -27.17], [6.91, 8.70, -26.14], [7.91, 9.06, -28.57], [7.01, 7.83, -29.38], [8.15, 7.35, -28.12], [5.64, 9.00, -27.87], [5.25, 6.57, -28.13], [4.92, 6.83, -26.40], [6.53, 6.23, -26.93], [6.22, 8.54, -25.49], [5.69, 12.57, -23.35], [6.90, 12.62, -24.28], [7.72, 13.91, -24.12], [7.75, 11.48, -23.96], [5.97, 12.22, -22.35], [4.98, 11.83, -23.72], [5.21, 13.54, -23.23], [6.61, 12.51, -25.32], [7.02, 14.73, -23.96], [8.26, 14.10, -25.04], [8.43, 13.91, -23.30], [8.12, 11.61, -23.08], [6.09, 4.87, -22.02], [7.38, 5.02, -22.84], [7.43, 6.46, -23.37], [8.08, 7.52, -22.46], [9.35, 6.93, -21.92], [9.16, 5.62, -21.18], [8.60, 4.69, -22.14], [8.63, 3.34, -21.73], [10.51, 5.14, -20.72], [8.28, 5.81, -19.92], [7.25, 4.11, -24.06], [5.18, 4.83, -22.62], [6.02, 5.61, -21.22], [6.09, 3.93, -21.45], [8.00, 6.51, -24.31], [6.43, 6.78, -23.66], [7.42, 7.72, -21.61], [8.23, 8.42, -23.08], [10.01, 7.64, -21.41], [10.10, 6.79, -22.73], [11.12, 5.06, -21.63], [10.95, 5.70, -19.91], [10.44, 4.11, -20.35], [7.80, 4.84, -19.72], [8.88, 6.09, -19.06], [7.44, 6.50, -20.01], [7.20, 3.05, -23.77], [8.11, 4.19, -24.73], [6.33, 4.28, -24.62], [9.27, 2.95, -22.34]]}



| no. | molecular weight (g/mol) |
| --- | --- |
| 1 | 873.12 |
| 2 | 830.55 |
| 3 | 759.11 |